{"formula": "C3H9NO2", "method": "the ωB97M-V functional and the def2-TZVPD basis", "smiles": "CC(=O)O.CN", "de_lowest_ev": 1.775, "homo_lumo_gap_ev": 9.546, "charge": 0, "e_tot_ha": -324.90739, "homo_energy_ha": -0.3256, "largest_force_ev_per_a": 5.2, "multiplicity": 1, "elements": ["O", "O", "N", "C", "C", "C", "H", "H", "H", "H", "H", "H", "H", "H", "H"], "positions_angstrom": [[-1.206, -0.229, -1.340], [-3.138, 0.902, -1.304], [1.972, -2.202, 0.423], [-1.810, 0.879, -1.221], [-1.208, 2.161, -0.747], [1.819, -1.417, 1.695], [2.671, -0.865, 2.091], [-0.806, 2.752, -1.693], [-3.530, 0.072, -1.454], [-0.126, 2.108, -0.284], [1.670, -1.692, -0.434], [1.683, -2.055, 2.561], [-1.900, 2.856, -0.355], [0.987, -0.744, 1.712], [2.921, -2.527, 0.349]], "forces_ev_per_a": [[-1.4, 3.8, 0.0], [0.2, 3.1, 0.2], [-0.8, 1.2, 0.6], [1.9, -4.7, 1.0], [4.0, 1.2, -2.9], [0.6, -0.8, 0.0], [0.5, 0.5, -0.9], [-1.2, -1.2, 1.2], [-0.2, -2.0, -0.5], [-2.7, -0.5, -0.1], [0.6, -0.4, 1.2], [-0.5, -0.8, -0.1], [-0.6, 0.4, 1.0], [-0.6, 0.3, -0.5], [0.1, 0.0, -0.3]]}